The following is a DFT calculation (ωB97M-V with the def2-TZVPD basis set) of a 2-piece molecular cluster, C7H5BF6N2O4 overall at a distorted geometry.

Structure (XYZ):
```
25
C7H5BF6N2O4 ωB97M-V with the def2-TZVPD basis set
F -1.0299 -2.8583 1.5846
C -0.8096 -2.6245 0.1957
F 0.5726 -2.2320 0.0172
C -1.6721 -1.3480 -0.3494
F -3.0006 -1.6976 -0.7246
F -1.7000 -0.2726 0.5924
C -0.8748 -0.8301 -1.6663
C -0.2536 0.5658 -1.8656
N 0.3056 0.3888 -3.1985
C 0.0924 -0.9465 -3.7264
N -0.6690 -1.7453 -2.7761
H -1.1005 -3.5092 -0.4661
H -0.2779 1.4557 -1.1499
H 0.8160 1.1190 -3.7137
H 0.4203 -1.3776 -4.7387
H -0.9992 -2.7197 -2.8528
B 1.9578 1.5058 3.3891
O 0.5614 1.7564 3.7865
C -0.0213 2.4202 2.7923
O -1.1755 2.7824 2.7963
C 0.9459 2.6343 1.7130
O 0.7325 3.2059 0.6642
O 2.1146 2.1021 2.0492
F 2.2099 0.0948 3.3328
F 2.8548 2.1303 4.3146
```

Results
HOMO-LUMO gap = 6.6 eV
highest occupied orbital energy = -9.01 eV


The following is a DFT calculation (ωB97M-V with the def2-TZVPD basis set) of a 2-piece molecular cluster, C4H11NO2 overall at a distorted geometry.

Structure (XYZ):
```
18
C4H11NO2 ωB97M-V with the def2-TZVPD basis set
C -2.1862 1.6509 1.0604
C -1.4653 0.6419 0.1554
N -0.0315 0.8459 0.4014
C 0.8572 -0.2364 0.0723
C 0.6240 -0.7681 -1.3400
O 0.4525 -1.9197 -1.6259
H -3.2771 1.6083 1.0976
H -1.9742 2.6878 0.8078
H -1.8199 1.5130 2.0840
H -1.7135 0.8259 -0.8884
H -1.7171 -0.3898 0.4386
H 0.0808 1.1169 1.3723
H 1.9006 0.0796 0.1048
H 0.6768 -1.1185 0.7173
H 0.7221 -0.0349 -2.1672
O 3.3107 -2.2025 -0.5971
H 3.0249 -1.4991 -1.1982
H 2.5352 -2.8012 -0.4950
```

Results
HOMO-LUMO gap = 10.2 eV
relative energy (zero: lowest compared OMol25 entry of this formula, charge and spin) = 39.6 kcal per mole
SMILES = CCNCC=O.O
highest occupied orbital energy = -9.30 eV


The following is a DFT calculation (ωB97M-V with the def2-TZVPD basis set) of C29H28IrN4O3S as an isolated structure at a distorted geometry.

Structure (XYZ):
```
66
C29H28IrN4O3S ωB97M-V with the def2-TZVPD basis set
Ir 0.4741 -0.2471 0.1682
C -0.0225 -0.0912 3.5757
O 0.9208 -0.0228 2.5098
C 2.2456 -0.0506 2.8030
C 2.7660 -0.0269 4.0916
C 4.1302 0.0894 4.2904
C 5.0013 0.1656 3.2033
C 4.5139 0.0781 1.9248
C 3.1331 -0.0557 1.6872
N 2.6407 -0.2628 0.4258
N 3.4615 -0.1211 -0.5542
C 3.2823 -0.2581 -1.8426
C 1.9469 -0.4650 -2.4370
O 0.9761 -0.8789 -1.7355
C 1.8003 -0.2314 -3.8291
C 2.8842 -0.1262 -4.6493
C 4.2093 -0.1022 -4.1287
C 5.3182 -0.0415 -4.9827
C 6.6062 0.0053 -4.4767
C 6.8029 0.0230 -3.1003
C 5.7263 -0.0386 -2.2354
C 4.4115 -0.1198 -2.7239
H 0.1302 -0.9902 4.1783
H -1.0069 -0.1341 3.1135
H 0.0363 0.8012 4.2050
H 2.1177 -0.0668 4.9494
H 4.5127 0.1391 5.2971
H 6.0593 0.2794 3.3741
H 5.1730 0.0873 1.0742
H 0.7926 -0.2499 -4.2206
H 2.7457 -0.0960 -5.7214
H 5.1508 -0.0357 -6.0484
H 7.4508 0.0314 -5.1480
H 7.8039 0.0759 -2.7072
H 5.8916 -0.0324 -1.1703
C -5.6556 -1.2122 1.7008
C -5.2088 -1.5387 0.2772
N -3.8557 -2.0644 0.2655
C -3.6874 -3.5014 0.2049
C -3.4637 -3.9807 -1.2296
C -2.8391 -1.2212 0.3626
S -1.2469 -1.9444 0.6014
N -3.1024 0.0631 0.3689
C -2.3351 1.1406 0.4612
O -1.0919 1.1505 0.6599
C -3.0450 2.4247 0.3994
C -2.2915 3.5987 0.3283
C -2.9202 4.8290 0.3630
C -4.3026 4.8963 0.4754
C -5.0583 3.7322 0.5253
C -4.4379 2.4969 0.4831
H -6.6763 -0.8440 1.6931
H -5.0153 -0.4501 2.1357
H -5.6183 -2.0956 2.3318
H -5.2258 -0.6337 -0.3342
H -5.8678 -2.2845 -0.1651
H -4.5883 -3.9616 0.6134
H -2.8362 -3.7974 0.8265
H -4.3066 -3.7168 -1.8633
H -3.3625 -5.0616 -1.2380
H -2.5573 -3.5493 -1.6470
H -1.2175 3.5258 0.2458
H -2.3310 5.7312 0.3171
H -4.7904 5.8572 0.5302
H -6.1324 3.7890 0.6154
H -5.0165 1.5892 0.5325
```

Results
total charge = +2
HOMO-LUMO gap (alpha / beta) = 4.5 / 4.6 eV
relative energy (zero: lowest compared OMol25 entry of this formula, charge and spin) = 75.7 kcal per mole
highest occupied orbital energy (alpha / beta) = -13.58 / -13.73 eV
spin multiplicity = 2


The following is a DFT calculation (ωB97M-V with the def2-TZVPD basis set) of a 2-piece molecular cluster, CH4N2O2S overall at a distorted geometry.

Structure (XYZ):
```
10
CH4N2O2S ωB97M-V with the def2-TZVPD basis set
C 0.1118 -0.1492 0.4950
N 4.6051 -0.8250 1.3183
N 4.5339 -0.4811 0.2772
O -0.0270 0.9141 -1.6469
O 0.1487 2.4633 0.4030
S 0.7655 1.3422 -0.2253
H -0.5978 -0.6092 -0.2817
H 1.0618 -0.6380 0.6826
H -0.4622 -0.1932 1.4582
H 0.6266 1.3426 -2.2832
```

Results
HOMO-LUMO gap (alpha / beta) = 5.9 / 8.6 eV
relative energy (zero: lowest compared OMol25 entry of this formula, charge and spin) = 18.6 kcal per mole
highest occupied orbital energy (alpha / beta) = -4.98 / -11.60 eV
spin multiplicity = 3


The following is a DFT calculation (ωB97M-V with the def2-TZVPD basis set) of a 7-piece molecular cluster, C47H31I2O27P overall at a distorted geometry.

Structure (XYZ):
```
108
C47H31I2O27P ωB97M-V with the def2-TZVPD basis set
C 1.8842 2.0413 0.8420
C 1.5671 2.3057 -0.6586
C 1.1149 1.3614 -1.5252
I 0.7856 -0.6793 -0.9244
C 0.7815 1.7461 -3.0075
O 0.9733 1.0120 -3.9388
C 0.1654 3.1765 -3.1686
C -0.8580 3.4514 -4.2076
C -1.3930 4.8151 -4.2388
C -0.9544 5.8512 -3.2884
C 0.0852 5.5550 -2.2999
P 0.7289 6.8429 -1.0645
O 2.2220 7.2788 -1.7529
I -0.7015 8.8424 -1.1484
C 0.6536 4.2055 -2.2340
C 1.7408 3.7705 -1.1941
O 2.6421 4.4842 -0.8373
H 0.9017 2.1695 1.3865
H 2.6083 2.7755 1.2791
H 2.2054 0.9864 1.0268
H -1.1683 2.6385 -4.8951
H -2.1810 5.0649 -4.9803
H -1.4124 6.8708 -3.3229
H 2.4509 6.6217 -2.4394
O -7.7686 2.5246 -2.1239
C -6.5549 2.5408 -2.0157
C -5.8198 3.7203 -1.5632
C -4.4861 3.6937 -1.4767
O -3.7843 4.7669 -1.0608
C -3.7041 2.4735 -1.8376
O -2.4891 2.5009 -1.7608
C -4.4405 1.2855 -2.2679
C -5.7741 1.3102 -2.3514
O -6.4767 0.2300 -2.7422
H -6.3997 4.6018 -1.3055
H -2.8467 4.4936 -1.0895
H -3.8631 0.4025 -2.5096
H -7.4130 0.5062 -2.7204
O 3.3965 0.3189 3.3491
C 4.5860 0.4822 3.5527
C 5.1171 1.6738 4.2112
C 6.4334 1.8154 4.3977
O 6.9459 2.9014 5.0032
C 7.4033 0.7732 3.9420
O 8.5943 0.9511 4.1156
C 6.8698 -0.4298 3.3046
C 5.5537 -0.5726 3.1214
O 5.0380 -1.6717 2.5394
H 4.4056 2.4212 4.5342
H 7.9127 2.7631 5.0133
H 7.5800 -1.1844 2.9952
H 4.0718 -1.5301 2.5237
O -0.2633 -6.4578 -5.7067
C -0.7420 -5.5587 -5.0422
C -1.0957 -5.7202 -3.6320
C -1.6343 -4.7114 -2.9471
O -1.9685 -4.8410 -1.6406
C -1.8974 -3.3881 -3.5834
O -2.4066 -2.5018 -2.9220
C -1.5222 -3.2136 -4.9861
C -0.9802 -4.2246 -5.6740
O -0.6248 -4.0887 -6.9647
H -0.9044 -6.6812 -3.1807
H -2.3378 -3.9750 -1.3800
H -1.7014 -2.2444 -5.4310
H -0.2622 -4.9561 -7.2285
O -0.5854 -5.6952 1.0987
C 0.3579 -6.4605 1.0356
C 1.3321 -6.6008 2.1173
C 2.3629 -7.4422 1.9967
O 3.2712 -7.5884 2.9803
C 2.5614 -8.2628 0.7637
O 3.5245 -9.0027 0.6892
C 1.5748 -8.1409 -0.3089
C 0.5414 -7.3014 -0.1878
O -0.3801 -7.1725 -1.1620
H 1.1791 -6.0002 3.0036
H 3.9133 -8.2489 2.6503
H 1.7203 -8.7525 -1.1887
H -1.0196 -6.5030 -0.8363
O -7.2224 5.9701 -0.3912
C -7.8431 6.9960 -0.6140
C -7.2153 8.1884 -1.1760
C -7.9332 9.2964 -1.3876
O -7.3788 10.4059 -1.9060
C -9.3901 9.3579 -1.0575
O -10.0010 10.3924 -1.2492
C -10.0230 8.1560 -0.5172
C -9.3056 7.0475 -0.3092
O -9.8660 5.9282 0.1845
H -6.1605 8.1316 -1.4081
H -8.1024 11.0601 -1.9572
H -11.0808 8.2071 -0.2990
H -9.1424 5.2750 0.2415
O 8.6984 -7.4258 4.9146
C 7.7280 -6.8048 5.3071
C 7.8277 -5.7134 6.2761
C 6.7303 -5.0717 6.6896
O 6.7963 -4.0628 7.5784
C 5.3729 -5.4425 6.1857
O 4.3982 -4.8441 6.6020
C 5.2772 -6.5175 5.1994
C 6.3735 -7.1561 4.7840
O 6.3081 -8.1493 3.8730
H 8.8150 -5.4565 6.6343
H 5.8738 -3.7715 7.7115
H 4.2930 -6.7654 4.8291
H 7.2294 -8.4465 3.7433
```

Results
HOMO-LUMO gap = 6.9 eV
SMILES = CC1=C(I)C(=O)c2cccc(P(O)I)c2C1=O.O=C1C=C(O)C(=O)C=C1O.O=C1C=C(O)C(=O)C=C1O.O=C1C=C(O)C(=O)C=C1O.O=C1C=C(O)C(=O)C=C1O.O=C1C=C(O)C(=O)C=C1O.O=C1C=C(O)C(=O)C=C1O
highest occupied orbital energy = -8.69 eV